[1]
Molecular formula: C15H35AsF6N5O5Pb
Method: DFT, the ωB97M-V functional and the def2-TZVPD basis

Last column: Löwdin charge in e.
CARTESIAN COORDINATES (ANGSTROEM)
Pb (1.12, 2.96, -0.01)  1.741
As (-0.54, -1.08, -0.55)  1.058
F (-0.90, -1.25, 1.27)  -0.285
F (-0.70, -2.90, -0.94)  -0.293
F (-0.31, 0.76, -0.38)  -0.363
F (1.21, -1.35, -0.22)  -0.273
F (-0.07, -0.88, -2.28)  -0.281
F (-2.27, -0.84, -0.99)  -0.261
O (-0.67, -7.21, 1.35)  0.041
O (-0.54, 2.83, 1.90)  -0.171
O (2.02, 1.20, 1.74)  -0.098
O (-0.56, 2.94, -1.87)  -0.194
O (2.80, 1.75, -1.25)  -0.198
N (-2.56, 3.81, -2.24)  0.045
N (-2.06, 1.16, 2.10)  0.039
N (-1.36, -5.25, 0.48)  0.017
N (3.28, 0.77, -3.26)  0.033
N (1.98, -0.39, 3.31)  0.045
C (-2.36, 4.74, -1.11)  -0.039
C (-3.39, 0.56, 1.95)  -0.050
C (2.58, 0.39, 2.43)  -0.525
C (-0.42, -6.15, 0.81)  -0.601
C (0.99, -5.91, 0.47)  -0.014
C (-2.85, 3.53, 2.35)  0.019
C (5.09, 0.93, -1.60)  0.037
C (3.59, 1.22, -2.06)  -0.456
C (-1.59, 2.94, -2.57)  -0.486
C (-1.72, 2.48, 2.06)  -0.467
C (4.11, 0.22, 2.29)  0.022
C (-1.79, 2.03, -3.72)  0.027
C (-2.78, -5.61, 0.31)  -0.060
C (0.59, -0.39, 3.68)  -0.048
C (2.04, 0.76, -3.98)  -0.043
H (-1.28, 0.56, 1.91)  0.064
H (4.42, -0.25, 3.22)  0.068
H (-1.87, 4.24, -0.27)  0.054
H (4.00, 0.27, -3.75)  0.153
H (0.50, -0.51, 4.76)  0.098
H (-3.16, -0.49, 1.77)  0.074
H (-1.83, 5.63, -1.46)  0.097
H (-3.45, 3.68, 1.45)  0.068
H (1.28, -6.19, -0.54)  0.092
H (-2.55, 1.29, -3.49)  0.105
H (-3.33, -5.40, 1.23)  0.082
H (1.21, 1.18, -3.40)  0.058
H (-2.38, 4.50, 2.55)  0.080
H (2.20, 1.44, -4.83)  0.098
H (-3.26, 3.96, -2.96)  0.150
H (1.80, -0.26, -4.27)  0.102
H (-3.50, 3.48, 3.23)  0.087
H (-3.33, 5.12, -0.80)  0.093
H (-3.91, 0.81, 1.02)  0.089
H (5.86, 1.51, -2.10)  0.086
H (-3.19, -5.27, -0.65)  0.079
H (4.47, -0.41, 1.47)  0.083
H (4.72, 1.12, 2.39)  0.085
H (0.14, -1.27, 3.22)  0.082
H (-0.92, 1.48, -4.09)  0.083
H (-2.92, -6.65, -0.01)  0.079
H (1.27, -4.86, 0.53)  0.069
H (0.02, 0.51, 3.45)  0.072
H (5.06, -0.16, -1.67)  0.089
H (1.59, -6.46, 1.20)  0.088
H (2.49, -1.11, 3.79)  0.153
H (5.19, 1.19, -0.55)  0.065
H (-4.06, 0.59, 2.81)  0.091
H (-2.29, 2.51, -4.57)  0.095
H (-0.97, -4.50, -0.06)  0.070

Results
charge	+1
gap between HOMO and LUMO	0.2483	hartree
E_HOMO	-10.32	eV
LUMO energy	-3.56	eV
M	761.6	g mol⁻¹

***

[2]
Molecular formula: C15H35BBe2ClF6MgNO9PS
Method: DFT, the ωB97M-V functional and the def2-TZVPD basis

Last column: Löwdin charge in e.
CARTESIAN COORDINATES (ANGSTROEM)
Cl (-1.00, 4.21, 0.80)  0.307
S (-0.54, 6.11, -7.80)  0.255
P (2.96, -0.08, 4.33)  1.129
Mg (3.75, -1.65, 0.74)  0.918
F (-1.65, -4.30, 2.61)  0.062
F (-2.14, -3.80, 0.41)  0.064
F (-1.26, -5.87, 0.96)  0.074
F (6.25, -2.03, 4.47)  -0.713
F (-3.43, -5.34, 1.56)  0.081
F (0.91, 2.40, 4.29)  -0.505
O (-1.67, 6.39, -6.90)  -0.211
O (1.58, 0.88, 2.30)  0.038
O (-1.90, 1.61, -4.15)  -0.079
O (-0.27, 4.66, -7.79)  -0.217
O (0.65, 6.83, -7.32)  -0.218
O (0.61, -0.94, 3.18)  0.000
O (4.77, -4.75, -0.77)  -0.124
O (-2.63, 3.16, -0.31)  -0.292
O (-0.85, 6.53, -9.16)  -0.229
N (-2.94, -1.43, 2.89)  -0.093
C (4.91, -6.18, -2.72)  -0.090
C (1.54, 0.02, 3.10)  -0.672
C (-2.64, 2.66, -4.51)  -0.587
C (-2.64, 2.02, 0.57)  -0.252
C (-1.69, -0.38, 0.28)  -0.173
C (5.54, -5.78, -1.40)  -0.310
C (-1.43, 1.15, 0.14)  -0.238
C (4.38, -0.78, 3.38)  -0.338
C (-0.69, -1.02, 1.23)  -0.151
C (-4.10, -0.52, 2.99)  -0.127
C (-1.79, -0.87, 3.60)  -0.133
C (-3.37, 3.19, -3.25)  -0.070
C (-0.62, -0.44, 2.65)  -0.273
C (-1.67, 3.77, -5.02)  -0.025
C (3.36, 1.58, 5.04)  -0.230
B (-2.12, -4.83, 1.38)  -1.231
Be (2.31, -0.20, -0.72)  0.240
Be (0.02, 0.49, -1.26)  0.562
H (5.60, -6.64, -0.72)  0.113
H (-3.40, 3.73, -0.15)  0.113
H (-2.67, 3.45, -2.46)  0.049
H (-0.65, 0.67, 2.59)  0.137
H (-1.31, 1.34, -0.96)  0.070
H (-2.48, 2.39, 1.60)  0.093
H (-2.76, -0.56, 0.51)  0.126
H (-3.61, 1.50, 0.44)  0.138
H (-0.77, -2.13, 1.29)  0.129
H (4.50, -1.88, 3.51)  0.035
H (-1.38, -1.66, 4.27)  0.136
H (0.32, -0.83, 0.77)  0.025
H (-4.64, -0.68, 3.95)  0.085
H (-0.49, 1.48, 0.63)  0.083
H (-3.78, 0.55, 2.92)  0.065
H (-3.95, 4.10, -3.49)  0.082
H (-4.07, 2.45, -2.86)  0.074
H (3.89, -6.56, -2.56)  0.077
H (6.54, -5.39, -1.56)  0.113
H (-2.23, 4.67, -5.28)  0.078
H (5.50, -6.96, -3.21)  0.076
H (2.46, 2.24, 4.77)  0.019
H (-3.19, -2.33, 3.30)  0.109
H (-0.93, 4.04, -4.27)  0.090
H (4.84, -5.32, -3.39)  0.076
H (-2.04, 0.00, 4.24)  0.125
H (3.88, -5.11, -0.62)  0.079
H (-4.82, -0.67, 2.16)  0.078
H (-3.41, 2.55, -5.29)  0.135
H (3.48, 1.44, 6.13)  0.048
H (-1.54, -0.86, -0.73)  0.118
H (4.11, -0.57, 2.27)  -0.091
H (5.32, -0.30, 3.71)  0.052
H (-1.14, 3.45, -5.91)  0.064
H (4.31, 1.91, 4.56)  0.049

Results
charge	-1
gap between HOMO and LUMO	0.0679	hartree
E_HOMO	-5.98	eV
LUMO energy	-4.13	eV
M	639.1	g mol⁻¹